No. 1
Computed, not measured: a single C3H4N2O molecule in a non-equilibrium geometry, with ωB97M-V with the def2-TZVPD basis set.

Values from the calculation:
Lowest unoccupied orbital energy = 0.66 eV
Energy above the lowest of the compared OMol25 structures with the same formula, charge and spin = 21.9 kcal per mole

Last column: Löwdin charge in e.
CARTESIAN COORDINATES (ANGSTROEM)
C 0.817 -0.614 -0.040  -0.094
H 0.735 -1.615 -0.475  0.130
N 1.779 1.022 -1.862  0.138
O -0.499 -0.554 1.805  0.029
C 1.398 0.298 -1.039  -0.206
N -1.416 0.582 0.085  0.188
H -2.115 0.927 0.724  0.121
H 1.165 -0.772 1.031  0.149
H -1.399 0.905 -0.867  0.111
C -0.462 -0.180 0.639  -0.566

No. 2
Computed, not measured: a gas-phase ion, C26H40NO (charge +1) in a non-equilibrium geometry, with ωB97M-V with the def2-TZVPD basis set.

Values from the calculation:
Lowest unoccupied orbital energy = -3.75 eV
Energy above the lowest of the compared OMol25 structures with the same formula, charge and spin = 1.9 kcal per mole
Total charge = +1

Last column: Löwdin charge in e.
CARTESIAN COORDINATES (ANGSTROEM)
H 1.441 0.946 -2.872  0.137
H 1.465 0.100 2.972  0.108
H -1.640 -1.968 -1.781  0.115
H -4.910 1.051 -0.450  0.092
H -5.373 -1.374 -2.057  0.090
C 0.886 -1.629 1.840  0.044
H -5.789 -0.354 0.135  0.094
C -0.125 -0.550 -1.348  -0.013
N 3.253 -1.243 0.509  -0.038
C -2.419 -0.279 -0.694  -0.170
H -3.249 -2.905 -0.528  0.102
C 1.723 -0.580 2.178  0.012
C -0.298 2.147 2.797  -0.090
C -3.245 -2.154 1.484  -0.084
C 0.407 2.764 1.593  -0.188
C -1.753 3.660 0.660  -0.047
H -4.847 -2.574 0.118  0.121
H -3.125 -3.163 1.872  0.076
H 1.286 2.168 1.336  0.091
C 0.275 3.689 -0.728  -0.024
O 1.553 1.065 -0.806  -0.107
H -0.617 -3.278 0.184  0.071
C 2.182 1.090 -2.081  -0.184
C 4.491 -1.006 -0.213  -0.109
H -2.275 -1.658 1.480  0.049
C 0.218 0.675 -0.789  -0.213
C -3.836 -0.825 -0.634  -0.514
H -3.744 -1.720 -2.626  0.078
C 2.902 -0.403 1.485  0.000
C -4.349 -1.009 -2.071  -0.033
H 3.579 0.406 1.712  0.155
H 3.735 0.177 -3.210  0.124
H -1.474 4.643 1.034  0.095
H -2.833 1.551 0.283  0.092
H 4.141 1.095 -0.538  0.114
C 1.250 -2.501 0.812  -0.214
C -1.420 -1.020 -1.314  -0.030
H 0.638 -1.140 -1.836  0.113
H 0.276 -4.332 1.263  0.103
H 5.351 0.369 -1.590  0.124
H -1.080 2.803 3.167  0.075
C -0.772 1.477 -0.207  -0.079
H 0.778 -4.185 -0.425  0.092
H 4.737 -1.894 -0.798  0.138
C -0.479 2.872 0.335  -0.481
H 2.621 2.087 -2.201  0.130
H 1.303 3.360 -0.826  0.068
H -3.902 -1.614 2.159  0.075
H -2.352 3.799 -0.237  0.099
H 2.799 -2.919 -0.615  0.152
H 0.750 3.765 1.860  0.124
C 0.379 -3.642 0.427  -0.010
H 0.409 2.001 3.613  0.070
H -2.363 3.181 1.419  0.074
H 0.287 4.739 -0.445  0.090
C 2.457 -2.264 0.173  0.023
H -4.330 -0.059 -2.600  0.094
H 5.291 -0.836 0.512  0.141
C -3.825 -2.197 0.073  -0.198
C 4.373 0.212 -1.136  -0.144
C -2.062 0.954 -0.166  0.044
H -4.487 0.322 1.106  0.080
H -0.218 3.602 -1.694  0.101
C -4.807 0.112 0.089  -0.046
C 3.298 0.048 -2.220  -0.143
H -0.042 -1.782 2.369  0.130
H 2.869 -0.954 -2.186  0.095
H -0.747 1.190 2.535  0.069

No. 3
Computed, not measured: a gas-phase ion, C5H9N3O4 (charge +2) in a non-equilibrium geometry, with ωB97M-V with the def2-TZVPD basis set.

Values from the calculation:
Lowest unoccupied orbital energy = -8.89 eV
Total charge = +2

Last column: Löwdin charge in e.
CARTESIAN COORDINATES (ANGSTROEM)
H 1.884 -0.709 -2.250  0.119
H -2.291 2.217 -0.506  0.190
O -1.850 -2.225 -0.033  0.286
C -1.854 1.366 0.087  -0.042
H -1.705 2.112 0.972  0.209
H -3.180 0.066 1.239  0.193
O 0.508 1.624 -0.496  0.241
H -0.925 -1.410 -2.360  0.258
C -1.843 -1.048 -0.099  -0.271
O 0.518 -1.087 0.018  0.116
C 1.866 -0.536 -0.197  -0.272
H 3.390 -0.234 1.133  0.157
N 2.338 -0.451 -1.431  0.301
C -2.649 0.095 0.239  -0.042
C -0.502 1.024 -0.318  -0.299
H 1.818 -0.774 1.732  0.191
N -0.502 -0.451 -0.643  -0.177
N 2.456 -0.488 0.965  0.317
O -0.511 -0.485 -2.022  0.140
H -3.673 0.047 -0.308  0.210
H 3.080 0.171 -1.708  0.174